Computed, not measured: a cluster of 2 separate species, C4H11ClN2 in total at a distorted geometry, with ωB97M-V/def2-TZVPD.

Element x y z (Å)
C1 1.703 1.722 0.267
C2 0.059 -2.014 -0.046
C3 0.340 1.095 0.239
C4 -1.129 -1.563 0.798
N1 -1.477 0.874 -1.227
N2 -0.292 1.321 -0.922
Cl1 -0.821 -1.436 2.541
H1 2.405 1.099 0.787
H2 1.628 2.614 0.780
H3 1.881 1.865 -0.791
H4 -0.222 -1.851 -1.059
H5 0.146 -3.074 0.119
H6 0.931 -1.418 0.145
H7 -0.126 0.676 1.229
H8 -1.887 -2.345 0.559
H9 -1.609 -0.619 0.448
H10 -1.740 1.098 -2.232
H11 0.208 1.956 -1.635

The energy above the lowest of the compared OMol25 structures with the same formula, charge and spin is 0.000 eV. As for the spin multiplicity: 3. The largest force on an atom is 0.1174 hartree/bohr. Its HOMO-LUMO gap (alpha / beta) is 6.5306 / 9.7636 eV. The calculation puts the HOMO energy (alpha / beta) at -5.6 / -10.1 eV.